C5H12N3O2 | ωB97M-V with the def2-TZVPD basis set

Results
Molecular weight in g/mol: 146.2
LUMO energy in eV: -3.3
Orbital gap in eV: 10.80
Energy above the lowest of the compared OMol25 structures with the same formula, charge and spin in kcal per mole: 9.12
Electronic energy in Ha: -512.20147
Net charge: +1
HOMO in eV: -14.1

Each line ends with the natural charge from an NBO analysis.
CARTESIAN COORDINATES (ANGSTROEM)
C -2.6361 1.4465 -0.2466  -0.61
C -2.2735 -0.1221 -0.3365  -0.42
C -0.6405 -0.2580 -0.4679  0.58
N 0.0884 0.1514 -1.4863  -0.72
N -0.1444 -1.0134 0.5056  -0.61
C 1.2565 -1.2944 0.7613  0.39
O 1.9682 -1.9233 -0.2934  -0.69
N 1.8471 0.0276 1.2042  -0.63
C 2.4109 0.9527 0.4493  0.55
O 2.1918 1.0772 -0.7540  -0.63
H -1.8081 1.8465 -0.8985  0.20
H -2.5555 1.7980 0.7931  0.23
H -3.6154 1.8165 -0.6328  0.25
H -2.5120 -0.6585 0.5732  0.22
H -2.7660 -0.6011 -1.1831  0.25
H 1.1498 0.1534 -1.5235  0.48
H -0.4489 0.6887 -2.2764  0.44
H -0.6816 -1.7567 0.9782  0.44
H 1.3110 -1.9857 1.6578  0.20
H 2.8491 -2.1647 -0.0118  0.50
H 1.9716 0.0191 2.1316  0.40
H 3.0374 1.8002 1.0564  0.17

C5H12N3O2S | ωB97M-V with the def2-TZVPD basis set

Results
Molecular weight in g/mol: 178.2
LUMO energy in eV: -3.9
Orbital gap in eV: 8.93
Energy above the lowest of the compared OMol25 structures with the same formula, charge and spin in kcal per mole: 129.91
Electronic energy in Ha: -910.18294
Net charge: +1
HOMO in eV: -12.8

Each line ends with the natural charge from an NBO analysis.
CARTESIAN COORDINATES (ANGSTROEM)
C 1.5315 0.2658 -0.2696  -0.14
C 1.1616 1.4027 -0.8463  0.52
C 1.9856 -2.0630 -1.0752  -0.62
C -2.6988 -0.5896 1.4031  -0.76
C 2.4950 -0.6570 -0.8376  -0.42
N -2.3069 1.4130 -0.1692  -1.02
N 0.8945 -0.0341 0.9218  0.53
N 0.7606 2.1334 -1.6900  -0.57
O -0.0506 0.6866 1.3420  -0.53
O 1.2042 -1.0238 1.5342  -0.33
S -3.5394 0.9206 0.7172  0.91
H 1.2072 -2.2215 -1.7647  0.21
H 1.7198 -2.6183 -0.1659  0.24
H 2.8579 -2.5720 -1.5300  0.23
H -2.9060 -0.6644 2.4764  0.26
H -1.6160 -0.2786 1.2543  0.29
H -3.0073 -1.5588 0.8776  0.27
H 3.2708 -0.8227 0.0486  0.25
H 3.0208 -0.1155 -1.6295  0.24
H -1.3669 1.5137 0.1924  0.44
H -2.3887 2.1734 -0.8205  0.43
H 1.1894 3.1006 -2.0366  0.45
H -3.4182 1.6095 2.0674  0.13

C5H12N3S | ωB97M-V with the def2-TZVPD basis set

Results
Molecular weight in g/mol: 146.2
LUMO energy in eV: -4.0
Orbital gap in eV: 8.06
Energy above the lowest of the compared OMol25 structures with the same formula, charge and spin in kcal per mole: 73.11
Electronic energy in Ha: -759.81732
Net charge: +1
HOMO in eV: -12.0

Each line ends with the natural charge from an NBO analysis.
CARTESIAN COORDINATES (ANGSTROEM)
C -0.9926 -0.5756 0.1113  0.44
C 2.7001 -0.0658 0.0906  -0.41
C 1.6031 -1.0711 0.5922  -0.42
C 2.0449 0.9293 -0.8800  -0.46
C 0.2970 -0.3455 0.9222  -0.33
N -0.9806 -1.3055 -0.8994  -0.71
N -2.0898 0.2338 0.7450  -0.50
N -3.1506 0.6076 -0.2121  -0.54
S 0.4447 1.2860 0.0164  0.12
H 3.0698 0.4567 1.0167  0.22
H 3.3864 -0.7458 -0.4125  0.24
H 1.3858 -1.7212 -0.2902  0.24
H 1.9498 -1.6354 1.4283  0.24
H 2.4960 1.8422 -1.0063  0.24
H 1.7038 0.4938 -1.7928  0.22
H 0.0737 -0.0376 1.9033  0.23
H -1.5922 -1.3565 -1.7101  0.38
H -1.9248 0.9053 1.5332  0.44
H -2.9177 1.5274 -0.6886  0.45
H -3.4151 -0.1431 -0.8247  0.45
H -4.0915 0.7209 0.3574  0.46